DFT (wB97M-V/def2-TZVPD) results for C34H26Cl2MnN2O6S as an isolated structure in a non-equilibrium geometry.

Last column: Löwdin charge in e.
Cartesian coordinates (Å):
Mn (0.68, 0.21, 0.57)  0.712
O (1.11, -0.87, 4.36)  0.063
C (1.17, -0.62, 3.18)  -0.566
O (0.35, 0.01, 2.44)  -0.129
C (2.39, -1.17, 2.28)  -0.526
O (3.31, -1.78, 2.76)  0.086
O (2.15, -0.87, 1.06)  -0.128
Cl (1.67, 2.19, 0.89)  0.174
C (4.08, 0.45, -0.86)  -0.238
C (4.86, 1.16, 0.03)  -0.057
C (5.74, 0.48, 0.86)  -0.082
C (5.84, -0.90, 0.80)  -0.120
C (5.04, -1.61, -0.08)  -0.693
Cl (5.14, -3.32, -0.14)  0.661
C (4.14, -0.94, -0.90)  -0.548
S (3.01, -1.70, -1.99)  0.964
H (4.75, 2.23, 0.08)  0.105
H (6.32, 1.03, 1.59)  0.096
H (6.50, -1.43, 1.46)  0.100
C (-2.53, -1.22, -3.40)  -0.125
C (-2.08, 0.09, -3.54)  -0.091
C (-0.95, 0.51, -2.88)  -0.028
C (-0.25, -0.37, -2.05)  -0.340
C (-0.71, -1.68, -1.90)  -0.043
C (-1.84, -2.09, -2.57)  -0.129
N (0.93, 0.04, -1.40)  -0.098
C (2.06, 0.05, -2.24)  -0.535
C (3.10, 1.09, -1.81)  -0.253
C (3.80, 1.81, -2.92)  -0.024
C (3.44, 1.70, -4.20)  -0.101
C (2.42, 0.76, -4.59)  -0.094
C (1.79, 0.00, -3.70)  -0.116
H (-3.41, -1.56, -3.93)  0.089
H (-2.61, 0.77, -4.19)  0.097
H (-0.58, 1.52, -2.99)  0.128
H (-0.15, -2.35, -1.26)  0.110
H (-2.18, -3.12, -2.47)  0.099
H (2.56, 1.87, -1.25)  0.062
H (4.60, 2.46, -2.61)  0.109
H (3.91, 2.29, -4.98)  0.091
H (2.21, 0.65, -5.65)  0.096
H (1.09, -0.75, -4.03)  0.109
C (-3.63, 0.76, 3.80)  -0.068
O (-3.64, 0.02, 2.61)  -0.088
C (-2.76, -1.02, 2.49)  -0.193
C (-2.04, -1.53, 3.56)  -0.008
C (-1.22, -2.64, 3.42)  -0.069
C (-1.14, -3.27, 2.19)  -0.064
C (-1.86, -2.79, 1.12)  -0.018
C (-2.64, -1.64, 1.22)  -0.170
N (-3.37, -1.25, 0.10)  0.137
C (-3.87, -0.03, -0.23)  0.036
C (-3.42, 1.21, 0.23)  -0.148
C (-4.32, 2.30, 0.32)  -0.040
C (-3.97, 3.47, 0.95)  -0.103
C (-2.69, 3.61, 1.51)  -0.056
C (-1.75, 2.61, 1.35)  -0.003
C (-2.05, 1.43, 0.65)  -0.278
O (-1.12, 0.60, 0.29)  -0.140
H (-4.26, 1.63, 3.61)  0.092
H (-2.62, 1.10, 4.06)  0.107
H (-4.05, 0.19, 4.64)  0.096
H (-2.09, -1.05, 4.52)  0.114
H (-0.65, -2.99, 4.27)  0.115
H (-0.51, -4.14, 2.07)  0.111
H (-1.81, -3.30, 0.17)  0.102
H (-3.45, -1.96, -0.61)  0.136
H (-4.75, -0.07, -0.86)  0.139
H (-5.32, 2.17, -0.07)  0.111
H (-4.69, 4.27, 1.04)  0.095
H (-2.43, 4.51, 2.04)  0.108
H (-0.75, 2.73, 1.73)  0.062

Values from the calculation:
Lowest unoccupied orbital energy (spin up / spin down), eV: 0.874 / 0.842
Molecular weight, g mol⁻¹: 716.5
Net charge: -1
Spin multiplicity: 5
Energy above the lowest of the compared OMol25 structures with the same formula, charge and spin, kcal/mol: 26.52
F_max, eV/A: 3.14
<S²>: 6.0419